C3H14NO2S2 | wB97M-V/def2-TZVPD

Computed properties:
HOMO level (spin up / spin down)	-0.1177 / -0.3001	Ha
relative energy (zero: lowest compared OMol25 entry of this formula, charge and spin)	14.3	kcal per mole
spin multiplicity	2
Kohn-Sham gap (spin up / spin down)	0.1315 / 0.3099	Ha
DFT total energy	-30590.12356	eV

Positions of all 22 atoms, in Å:
N: -2.487 -0.351 0.002
C: -1.388 -0.283 0.988
C: -0.012 -0.626 0.420
S: 0.515 0.476 -0.915
S: 0.694 2.341 -0.193
C: 1.152 2.297 1.562
H: -2.622 -1.338 -0.290
H: -2.376 0.273 -0.814
H: -3.413 -0.071 0.437
H: -1.625 -1.066 1.689
H: -1.343 0.691 1.434
H: 0.770 -0.660 1.174
H: 0.032 -1.593 -0.034
H: 1.377 3.342 1.692
H: 2.144 1.875 1.742
H: 0.330 1.941 2.162
H: -0.924 -1.959 -2.560
H: -2.352 -1.865 -2.963
O: -1.750 -1.540 -2.277
H: 1.728 -4.201 1.741
H: 2.481 -2.831 1.783
O: 2.234 -3.572 1.219